Record 1
This record from the OMol25 dataset describes a cluster of 2 separate species, C4H8ClFN in total in a non-equilibrium geometry. The level of theory is wB97M-V/def2-TZVPD.

Last column: Mulliken charge in e.
Atoms and positions in Å:
C1 -0.668 -0.420 2.955  -0.5942
C2 0.993 0.928 -1.118  -1.0588
C3 -0.283 0.429 2.053  0.5598
C4 -0.088 -0.921 -1.981  -0.8006
N1 -0.172 0.409 -1.427  0.1215
F1 -1.122 1.122 1.222  -0.2203
Cl1 1.298 0.466 1.267  0.0341
H1 -0.012 -1.142 3.286  0.2802
H2 -1.592 -0.454 3.437  0.3152
H3 1.894 0.539 -1.572  0.4588
H4 1.011 1.921 -0.777  0.5149
H5 0.860 -1.275 -1.570  0.3695
H6 -0.968 -1.380 -1.663  0.3653
H7 -0.096 -0.875 -3.064  0.3182
H8 -1.056 0.654 -1.047  0.3365

Cartesian forces, eV/Å:
C 0.101 0.428 0.047
C 5.855 3.266 0.822
C 0.025 0.296 -3.010
C 0.497 1.744 0.409
N -4.047 -4.306 -1.999
F 0.425 0.139 1.328
Cl -0.779 -0.373 1.601
H 1.725 -1.140 0.842
H -1.687 0.303 0.189
H -0.259 -0.063 -0.171
H -0.004 1.193 -0.044
H -0.231 -0.738 -0.413
H -1.279 -1.533 0.369
H 0.324 -0.077 -0.529
H -0.667 0.863 0.559

The total charge is +1. Its frontier orbital gap (alpha / beta) is 8.36 / 5.39 eV. The lowest unoccupied orbital energy (alpha / beta) is -0.11603 / -0.33306 hartree. The multiplicity is 3. For the energy above the lowest of the compared OMol25 structures with the same formula, charge and spin, the calculation gives 0.000 eV.

---

Record 2
This record from the OMol25 dataset describes a cluster of 2 separate species, H4S4 in total in a non-equilibrium geometry. The level of theory is wB97M-V/def2-TZVPD.

Last column: Mulliken charge in e.
Atoms and positions in Å:
S1 0.897 0.562 1.914  -0.2094
S2 -1.067 1.299 1.217  -0.1418
H1 1.338 1.812 2.169  0.1943
H2 -0.721 1.832 0.026  0.1557
S3 -0.236 -2.390 -1.785  -0.1864
S4 0.211 -0.352 -1.708  -0.1540
H3 -1.451 -2.399 -1.197  0.1671
H4 1.030 -0.364 -0.635  0.1746

Cartesian forces, eV/Å:
S -1.644 1.139 -0.746
S 1.303 -0.462 0.695
H 0.085 -0.326 0.090
H 0.173 -0.259 0.207
S 0.054 0.383 -0.011
S 0.025 -0.618 -0.154
H 0.205 0.205 0.032
H -0.200 -0.062 -0.111

Its frontier orbital gap is 8.99 eV. As for the SMILES: SS.SS. The lowest unoccupied orbital energy is -0.01253 hartree. For the energy above the lowest of the compared OMol25 structures with the same formula, charge and spin, the calculation gives 0.240 eV.

---

Record 3
This record from the OMol25 dataset describes a structure of composition C16H10Cl6Ho in a non-equilibrium geometry. The level of theory is wB97M-V/def2-TZVPD.

Last column: Mulliken charge in e.
Atoms and positions in Å:
C1 2.348 0.884 0.929  -0.4887
C2 2.205 2.217 0.396  -0.7406
C3 2.112 2.102 -1.034  -0.2694
H1 2.145 3.136 1.002  0.3495
C4 2.161 0.699 -1.398  -0.7645
C5 2.319 -0.059 -0.180  -0.3343
H2 2.329 -1.150 -0.090  0.6747
H3 2.411 0.623 1.989  0.4478
H4 1.975 2.940 -1.736  0.5552
H5 2.024 0.273 -2.406  0.3750
Ho1 0.089 0.862 0.011  0.4129
Cl1 -0.461 0.918 2.377  -0.4678
C6 -2.242 1.574 -0.366  -0.4437
C7 -1.725 1.322 -1.703  -0.4795
C8 -0.786 2.368 -2.031  -0.5415
H6 -1.953 0.442 -2.322  0.3990
C9 -0.711 3.265 -0.907  -0.4621
C10 -1.598 2.780 0.127  -0.5035
H7 -1.713 3.209 1.134  0.4193
H8 -2.875 0.892 0.228  0.4518
H9 -0.202 2.420 -2.963  0.4134
H10 -0.061 4.150 -0.818  0.4512
Cl2 1.531 -1.550 2.536  -0.1877
C11 0.317 -2.253 1.516  0.6522
C12 -0.384 -1.628 0.511  -0.2514
C13 -1.363 -2.310 -0.174  0.3670
Cl3 -2.365 -1.626 -1.430  -0.2983
C14 -1.625 -3.672 0.107  -0.0104
Cl4 -2.803 -4.540 -0.741  -0.2263
C15 -0.898 -4.321 1.110  0.0687
Cl5 -1.194 -5.941 1.455  -0.2227
C16 0.070 -3.612 1.828  -0.1173
Cl6 0.924 -4.414 3.045  -0.2283

Cartesian forces, eV/Å:
C 1.126 0.017 -1.123
C 0.508 -1.047 -0.590
C 0.400 -0.694 0.193
H 0.032 -0.629 -0.521
C 0.399 0.636 0.879
C 1.062 1.091 0.407
H 0.127 0.635 -0.085
H -0.008 0.347 -0.815
H 0.067 -0.639 0.505
H 0.182 0.376 0.664
Ho -1.166 -0.190 -0.433
Cl -0.511 0.511 1.765
C 0.223 0.882 -0.771
C -0.143 1.068 0.417
C -0.750 -0.300 0.822
H 0.190 1.079 0.331
C -0.837 -0.751 0.246
C -0.294 -0.253 -1.298
H 0.051 -0.323 -0.765
H 0.334 0.576 -0.499
H -0.384 0.032 0.645
H -0.414 -0.603 -0.079
Cl 0.150 0.015 -0.006
C -0.682 -2.137 0.260
C 0.240 1.838 -0.804
C 0.166 -2.024 0.866
Cl 0.055 -0.216 0.106
C 0.749 0.934 0.471
Cl -0.782 -0.621 -0.540
C 0.188 1.417 -0.364
Cl -0.230 -1.222 0.254
C -0.561 0.814 -0.938
Cl 0.513 -0.618 0.795

The total charge is -1. Its frontier orbital gap (alpha / beta) is 7.52 / 7.55 eV. The lowest unoccupied orbital energy (alpha / beta) is 0.09684 / 0.09686 hartree. The multiplicity is 5.

---

Record 4
This record from the OMol25 dataset describes an isolated molecule of C5H8 in a non-equilibrium geometry. The level of theory is wB97M-V/def2-TZVPD.

Last column: Mulliken charge in e.
Atoms and positions in Å:
C1 1.676 0.015 0.086  -1.2367
C2 0.179 0.029 -0.141  0.5940
C3 -0.784 1.151 -0.134  -0.6603
C4 -1.130 -0.158 0.687  -0.4406
C5 -0.754 -1.092 -0.384  -0.5722
H1 1.809 -0.850 0.636  0.4090
H2 1.793 0.965 0.657  0.2494
H3 2.107 0.256 -0.860  0.3390
H4 -1.256 1.259 -1.102  0.1745
H5 -0.658 2.011 0.386  0.3513
H6 -1.532 -0.387 1.664  0.3426
H7 -0.203 -1.951 -0.127  0.2710
H8 -1.246 -1.248 -1.367  0.1789

Cartesian forces, eV/Å:
C -3.066 3.438 0.215
C -0.707 0.563 1.555
C -1.358 -3.778 -1.316
C 1.223 1.191 -1.778
C 0.295 -0.049 -1.905
H 1.601 -1.706 0.746
H 0.593 -0.925 0.199
H 0.947 -0.843 -0.598
H -0.714 0.337 -0.041
H 0.807 2.490 1.588
H 0.517 0.437 0.134
H 0.051 -1.661 0.652
H -0.188 0.505 0.549

Its frontier orbital gap is 9.73 eV. As for the SMILES: C[C@]12C[C@H]1C2. The lowest unoccupied orbital energy is 0.04231 hartree. For the energy above the lowest of the compared OMol25 structures with the same formula, charge and spin, the calculation gives 2.681 eV.